Formula: C21H45N3O27S6
Source: OMol25
Level of theory: ωB97M-V with the def2-TZVPD basis set

Geometry as XYZ:
```
102
Properties=species:S:1:pos:R:3:forces:R:3:mulliken_charge:R:1
C 0.35473 3.59581 -4.01184 -1.6 0.4 1.1 -0.333
C -0.73786 4.76968 -3.90829 0.8 -0.8 -0.3 -0.385
O -1.80320 4.15894 -3.22899 -2.1 -0.9 1.4 -0.380
S -2.00774 2.61141 -3.62581 2.1 1.0 -0.8 1.122
O -2.40199 2.57192 -4.99054 0.0 -0.2 -0.2 -0.597
O -2.79789 1.85947 -2.69405 1.5 0.9 0.0 -0.502
O -0.35765 2.35077 -3.53846 -1.1 0.7 -0.3 -0.089
H 1.08533 3.86361 -3.25165 0.1 -0.6 0.0 0.288
H 0.80190 3.40943 -4.97537 -0.3 0.0 -0.1 0.376
H -1.14894 5.20548 -4.81998 0.5 -0.3 -0.3 0.275
H -0.39929 5.57609 -3.24966 0.1 -0.3 -0.2 0.259
C -0.67311 4.43143 2.49681 -0.1 0.6 0.5 0.137
C 0.21042 5.72036 2.41453 -0.8 -0.2 1.4 -0.311
O 1.11973 5.50388 1.39426 0.8 0.1 -1.2 -0.372
S 1.09311 4.04956 0.75315 1.8 1.0 1.1 0.893
O 2.23870 3.34638 1.19600 0.2 -0.6 0.8 -0.502
O 0.96263 4.17427 -0.62963 -1.1 0.1 -2.0 -0.450
O -0.19971 3.60211 1.46266 -0.5 -1.5 -0.7 -0.224
H -1.70492 4.63390 2.25346 -0.3 0.3 0.0 0.210
H -0.66924 3.86597 3.42136 0.4 0.1 0.3 0.024
H 0.79245 5.99455 3.30198 -0.4 -0.4 0.1 0.287
H -0.44740 6.54179 2.18455 0.0 0.5 -0.3 0.260
C 1.81730 -0.90217 -4.05388 -0.4 -1.5 0.2 0.506
C 1.85599 -1.72202 -5.38408 2.5 2.9 -0.4 -0.059
O 1.41434 -0.69949 -6.34186 -0.5 -0.5 -0.5 -0.399
S 2.03241 0.69761 -5.99231 2.6 -1.7 0.4 1.073
O 1.14056 1.73187 -6.26150 -1.3 1.2 -0.7 -0.548
O 3.39064 0.77386 -6.44409 -0.8 0.0 -0.1 -0.609
O 2.08483 0.42083 -4.44240 0.1 0.8 1.0 -0.118
H 2.57863 -1.25622 -3.33569 -0.3 0.3 -0.3 0.282
H 0.80891 -0.95285 -3.56458 0.9 0.3 -0.5 -0.727
H 1.15673 -2.48078 -5.48356 -1.0 -1.6 0.0 0.283
H 2.92794 -1.95975 -5.68976 -1.4 -0.1 0.6 0.315
C 5.06666 -0.06129 2.11812 0.2 -0.3 0.3 -0.524
C 5.60029 1.08014 1.22349 -0.9 0.5 1.2 -0.169
O 5.07965 0.62690 -0.03035 2.7 3.3 -2.2 -0.389
S 4.09191 -0.50153 -0.07357 2.0 -2.8 1.9 0.904
O 4.81623 -1.69500 -0.32461 0.0 -0.7 -0.5 -0.693
O 2.96242 -0.22595 -0.82365 -2.3 0.9 -1.3 -0.237
O 3.81672 -0.42446 1.45401 -0.7 -0.1 1.8 -0.078
H 4.85586 0.07966 3.18889 -0.1 0.4 -0.6 0.325
H 5.75925 -0.90191 2.04302 -0.1 -0.1 -0.1 0.312
H 6.70715 1.26850 1.27265 -1.1 -0.8 -0.6 0.289
H 5.09956 2.04735 1.40495 0.2 -0.4 0.1 0.171
C -2.91726 -4.03247 1.38267 0.9 -0.5 -0.4 -0.021
C -2.79006 -3.60693 -0.11758 -0.3 0.5 0.7 0.182
O -1.87989 -4.52231 -0.71639 0.6 -0.4 0.6 -0.218
S -0.74360 -4.91901 0.35766 -1.5 -1.3 -0.4 0.915
O 0.23765 -3.89544 0.37065 0.7 0.3 0.0 -0.452
O -0.39500 -6.28510 0.09404 -0.1 1.3 0.5 -0.634
O -1.64207 -4.78892 1.67757 -0.6 0.5 -1.0 -0.324
H -3.71482 -4.75422 1.53962 0.0 0.0 0.0 0.351
H -2.95644 -3.18051 2.07539 0.1 -0.4 -0.4 0.027
H -2.38484 -2.58394 -0.15541 -0.2 -0.4 -0.2 -0.449
H -3.72307 -3.68851 -0.69309 0.3 0.1 0.4 0.486
C -3.64404 0.69010 5.87281 -0.1 -1.0 2.9 -0.471
C -2.18114 0.73274 5.54073 0.6 0.9 -2.5 0.126
O -2.23548 1.90007 4.53739 1.6 -0.9 1.1 -0.182
S -3.51064 2.79206 4.70432 -1.0 -0.7 -2.6 1.090
O -4.34277 2.51594 3.57239 0.0 -0.1 0.4 -0.578
O -3.18950 4.14013 4.92789 0.5 0.9 1.0 -0.568
O -4.06340 2.06181 5.97120 -0.3 0.0 0.0 -0.342
H -3.76021 0.39435 6.93017 -0.1 -0.5 -0.6 0.341
H -4.23677 0.03024 5.24082 -0.1 0.6 -0.3 0.293
H -1.77796 -0.08209 4.88636 -0.6 0.4 0.9 -0.015
H -1.47520 0.94301 6.36660 -0.6 0.3 -0.5 0.299
C -2.08683 -1.44632 -3.92639 -1.1 0.8 1.4 -0.198
C -1.88233 -2.91714 -3.83223 1.8 1.2 0.1 0.285
O -2.82407 -3.64639 -3.80380 -1.3 -1.6 -0.1 -0.641
N -0.58345 -3.35198 -3.84311 1.2 0.5 0.1 0.136
C -0.24322 -4.76559 -3.94793 -2.8 0.5 0.5 -1.021
H -2.26361 -1.12196 -4.90832 -0.3 0.0 -1.7 0.497
H -1.34140 -0.75286 -3.59322 0.8 0.0 0.5 -0.471
H -3.01350 -1.20868 -3.37995 0.3 -0.1 -0.1 0.340
H 0.18457 -2.75584 -3.50517 -1.2 -0.3 -0.4 0.145
H -0.53029 -5.22482 -2.98938 0.2 -0.5 -0.6 0.182
H 0.77677 -4.85354 -4.13510 1.8 -0.3 -0.3 0.419
H -0.82710 -5.13708 -4.81223 0.3 -0.3 0.7 0.350
C 1.92868 -3.19621 3.37549 1.1 -0.3 0.6 -0.729
C 2.01299 -1.81200 3.99454 0.4 -1.0 0.0 0.760
O 2.93888 -1.50539 4.74100 -0.2 0.2 -0.3 -0.715
N 1.01592 -0.98014 3.68148 -0.8 1.4 0.4 0.278
C 1.07360 0.42234 4.08862 1.1 0.4 0.1 -0.506
H 1.13093 -3.38928 2.69898 -0.9 0.2 -0.5 -0.033
H 1.89932 -3.95425 4.16600 -0.1 0.2 0.0 0.328
H 2.85606 -3.39976 2.83059 0.0 0.2 0.1 0.241
H 0.25279 -1.24385 3.06673 0.2 -0.3 0.2 -0.026
H 0.10222 0.92873 4.05032 0.3 -0.2 -0.8 -0.078
H 1.89703 0.91095 3.51795 -1.0 0.1 -0.1 0.070
H 1.40523 0.61472 5.11662 -0.1 -0.9 0.1 0.399
C -2.46309 0.45518 1.19458 0.0 -1.1 -2.2 -0.957
C -1.49080 -0.73447 1.29400 -1.0 -0.7 0.2 0.569
O -1.61801 -1.52279 2.25964 0.5 0.8 -0.4 -0.893
N -0.58502 -0.99590 0.33139 0.6 1.0 -0.7 1.222
C -0.23088 -0.23871 -0.89950 -0.7 -0.7 0.6 0.065
H -2.49864 0.87322 0.12701 -0.1 -0.4 1.7 0.212
H -2.05814 1.15448 1.87105 0.2 1.3 0.7 0.038
H -3.48160 0.16098 1.55291 1.0 0.1 -0.4 0.275
H -0.01485 -1.82442 0.41337 -0.2 -0.3 0.6 -0.038
H -0.39937 -0.95665 -1.73767 0.2 0.9 0.5 -0.371
H 0.78819 0.15191 -0.87568 -0.1 -0.4 0.1 0.048
H -0.87450 0.62240 -0.96213 -0.4 0.1 -0.4 0.065
```
Positions in Å, forces in eV/Å.

Calculated values
F_max (eV/Å): 4.79
Frontier orbital gap (Ha): 0.3568
2S+1: 1
LUMO (eV): 0.145